The following is a quantum chemistry calculation of one molecule with the formula C3H4N2O2 in a non-equilibrium geometry, from the Open Molecules 2025 dataset.

The max |F| comes out at 0.0256 hartree/bohr. Its LUMO energy is 0.69 eV. As for the HOMO-LUMO gap: 9.25 eV. As for the SMILES: [O-][N+]1=CON=CC1. The HOMO energy comes out at -8.562 eV. Its total energy is -376.55285 hartree. As for the energy above the lowest of the compared OMol25 structures with the same formula, charge and spin: 132.4 kcal/mol.

Element x y z (Å)
C: -0.78911 0.59149 -1.00437
C: 0.36440 0.38568 1.36874
C: 0.04162 -0.63268 -0.77165
N: -0.98672 1.52300 -0.17843
N: 0.61922 -0.60984 0.58608
O: 1.34232 -1.58861 0.90136
O: -0.41073 1.45463 1.05642
H: -1.27176 0.70449 -1.96292
H: 0.77526 0.42308 2.36366
H: -0.55316 -1.54914 -0.86997
H: 0.86866 -0.70208 -1.48893